C17H9BCl49F3O3S | the ωB97M-V functional and the def2-TZVPD basis

Cartesian coordinates (Å):
O -0.552 1.398 -0.724
S -1.420 2.714 -0.809
O -2.587 2.504 0.195
Cl -0.147 4.304 -0.352
C -2.025 3.009 -2.597
C -1.012 2.067 -3.538
C -1.162 2.360 -5.144
C 0.058 1.700 -6.064
B 0.761 0.375 -5.358
O -0.133 -0.825 -5.187
C 2.320 0.314 -4.809
F 3.283 0.825 -5.832
F 2.601 -1.129 -4.467
F 2.443 1.091 -3.543
H -1.905 4.137 -2.912
H -3.156 2.648 -2.715
H 0.084 2.361 -3.169
H -1.283 0.948 -3.224
H -2.175 1.949 -5.607
H -1.123 3.533 -5.314
H -0.411 1.378 -7.113
H 0.859 2.564 -6.256
H -0.957 -0.656 -5.766
C 1.803 2.467 2.620
Cl 0.107 3.003 2.516
Cl 2.018 0.987 1.651
Cl 2.871 3.748 1.993
Cl 2.216 2.129 4.320
C -2.014 -0.478 3.657
Cl -2.998 -1.962 3.610
Cl -1.699 0.079 1.994
Cl -2.893 0.789 4.551
Cl -0.467 -0.816 4.473
C -4.712 -5.887 3.667
Cl -6.029 -5.290 4.707
Cl -4.092 -4.549 2.666
Cl -3.397 -6.528 4.683
Cl -5.330 -7.182 2.610
C -4.020 -1.596 -1.006
Cl -3.717 -3.029 0.009
Cl -4.012 -2.072 -2.723
Cl -5.605 -0.898 -0.590
Cl -2.744 -0.385 -0.720
C 1.027 -0.313 8.506
Cl 1.577 0.818 7.244
Cl -0.753 -0.303 8.577
Cl 1.597 -1.956 8.121
Cl 1.687 0.191 10.083
C -4.876 3.811 -5.096
Cl -3.404 4.749 -4.737
Cl -4.983 3.523 -6.851
Cl -4.809 2.250 -4.240
Cl -6.308 4.724 -4.555
C -9.779 3.709 -2.788
Cl -8.854 2.712 -1.637
Cl -9.841 2.888 -4.369
Cl -11.435 3.942 -2.175
Cl -8.985 5.293 -2.973
C 3.267 -4.623 -5.458
Cl 1.571 -4.087 -5.561
Cl 3.482 -6.103 -6.427
Cl 4.335 -3.342 -6.085
Cl 3.680 -4.961 -3.758
C 5.700 -2.018 7.396
Cl 4.540 -0.748 6.929
Cl 4.818 -3.401 8.093
Cl 6.604 -2.554 5.958
Cl 6.837 -1.369 8.604
C 10.717 -3.559 7.087
Cl 12.189 -2.622 7.446
Cl 10.610 -3.847 5.332
Cl 10.784 -5.121 7.942
Cl 9.285 -2.647 7.628
C 0.612 6.777 -5.681
Cl 0.035 6.059 -7.206
Cl 2.350 6.438 -5.485
Cl 0.351 8.539 -5.718
Cl -0.288 6.072 -4.315
C 3.803 -6.205 5.157
Cl 4.106 -7.638 6.172
Cl 3.810 -6.681 3.440
Cl 2.217 -5.507 5.573
Cl 5.078 -4.994 5.443

Frontier orbital gap: 0.346 Ha
Strongest force on any atom: 7.41 eV Å⁻¹
Lowest unoccupied orbital energy: -1.064 eV


C17H9BaClF9N2O5 | the ωB97M-V functional and the def2-TZVPD basis

Cartesian coordinates (Å):
Ba 0.049 0.094 -0.482
O -0.456 2.659 0.056
N 0.295 3.475 0.656
N 1.438 2.987 0.989
O 1.804 1.759 0.742
C 2.333 3.845 1.699
C 3.536 3.307 2.131
C 4.425 4.110 2.831
C 4.122 5.436 3.099
C 2.913 5.960 2.656
C 2.012 5.176 1.956
H 3.746 2.271 1.911
H 5.363 3.687 3.170
H 4.818 6.058 3.646
H 2.665 6.995 2.858
H 1.073 5.578 1.612
Cl -1.887 -6.791 3.244
C -1.180 -5.405 2.442
C 0.053 -5.549 1.786
C 0.634 -4.487 1.152
C 0.023 -3.190 1.119
O 0.584 -2.221 0.526
C -1.239 -3.083 1.797
C -2.003 -1.862 1.862
O -1.746 -0.784 1.339
C -1.810 -4.195 2.449
H 0.538 -6.517 1.786
H 1.584 -4.594 0.644
H -2.929 -1.942 2.464
H -2.762 -4.079 2.952
F -2.439 1.718 -4.054
C -2.786 0.545 -3.512
F -3.024 0.774 -2.212
F -3.958 0.186 -4.068
C -1.638 -0.511 -3.667
O -0.633 -0.207 -2.853
C -2.201 -1.922 -3.284
F -1.230 -2.837 -3.276
F -2.709 -1.883 -2.039
F -3.171 -2.387 -4.092
C -1.170 -0.536 -5.155
F -0.333 -1.559 -5.379
F -2.192 -0.664 -6.029
F -0.514 0.583 -5.474

Frontier orbital gap: 0.289 Ha
Strongest force on any atom: 0.34 eV Å⁻¹
ΔE to the lowest compared entry with this formula, charge and spin: 0.6 kcal/mol
Lowest unoccupied orbital energy: 2.490 eV
Total charge: -1


C17H9Cl52NO2S | the ωB97M-V functional and the def2-TZVPD basis

Cartesian coordinates (Å):
C 0.210 0.614 -1.611
C -0.080 -0.721 -0.908
S -0.709 -0.354 0.742
C -0.231 -1.784 1.785
O 0.268 -2.906 1.080
C 1.595 -2.888 0.784
N 1.919 -3.893 -0.128
O 2.393 -2.170 1.312
H -0.665 1.269 -1.578
H 1.045 1.118 -1.116
H 0.494 0.437 -2.653
H -0.808 -1.296 -1.487
H 0.842 -1.304 -0.870
H -1.138 -2.126 2.286
H 0.485 -1.443 2.535
H 2.381 -3.477 -0.932
H 1.069 -4.336 -0.466
C -2.399 2.961 2.903
Cl -3.577 3.296 1.633
Cl -0.773 3.216 2.269
Cl -2.685 4.048 4.265
Cl -2.591 1.273 3.421
C 2.019 4.342 -4.438
Cl 3.249 5.572 -4.746
Cl 2.792 2.755 -4.308
Cl 1.183 4.719 -2.934
Cl 0.849 4.307 -5.755
C 1.264 7.553 0.524
Cl 1.760 7.764 2.205
Cl 2.663 7.133 -0.464
Cl 0.063 6.258 0.428
Cl 0.549 9.054 -0.071
C 2.664 -7.663 1.860
Cl 1.239 -7.813 0.821
Cl 2.357 -8.543 3.361
Cl 4.057 -8.378 1.039
Cl 2.979 -5.967 2.197
C -6.671 5.742 2.845
Cl -5.193 6.595 2.393
Cl -6.838 4.284 1.859
Cl -6.593 5.286 4.548
Cl -8.063 6.795 2.576
C -0.706 0.675 -8.147
Cl 0.591 1.324 -7.144
Cl -0.039 -0.434 -9.348
Cl -1.862 -0.188 -7.125
Cl -1.530 2.006 -8.967
C 7.040 1.857 -3.175
Cl 8.286 2.481 -2.091
Cl 7.771 0.759 -4.348
Cl 5.825 0.984 -2.230
Cl 6.263 3.196 -4.021
C 0.378 2.968 6.972
Cl 1.696 2.021 7.668
Cl 1.029 4.449 6.258
Cl -0.438 2.033 5.720
Cl -0.780 3.388 8.239
C 0.012 8.641 -4.965
Cl 0.541 8.838 -3.291
Cl 1.392 8.193 -5.973
Cl -1.211 7.370 -5.030
Cl -0.680 10.156 -5.554
C -4.525 -2.399 3.566
Cl -4.161 -3.902 2.712
Cl -3.070 -1.868 4.430
Cl -5.019 -1.170 2.408
Cl -5.820 -2.675 4.733
C 1.618 -11.785 5.804
Cl 0.236 -11.764 4.702
Cl 1.230 -12.764 7.220
Cl 3.019 -12.466 4.975
Cl 1.983 -10.132 6.312
C -3.123 3.844 -2.623
Cl -2.544 2.502 -3.613
Cl -1.820 4.409 -1.572
Cl -3.656 5.165 -3.668
Cl -4.468 3.316 -1.611
C 0.634 -11.674 -0.884
Cl 2.217 -11.185 -1.498
Cl 0.303 -13.342 -1.359
Cl 0.624 -11.542 0.874
Cl -0.608 -10.612 -1.558

Frontier orbital gap: 0.317 Ha
Strongest force on any atom: 1.10 eV Å⁻¹
ΔE to the lowest compared entry with this formula, charge and spin: 0.0 kcal/mol
Lowest unoccupied orbital energy: -0.047 eV


C17H9Cl56N2O4P | the ωB97M-V functional and the def2-TZVPD basis

Cartesian coordinates (Å):
C -0.433 5.589 -2.046
C -1.679 4.861 -1.513
N -1.341 3.486 -1.063
C -1.089 2.587 -2.097
O -1.864 1.761 -2.486
O 0.194 2.704 -2.590
P 0.439 2.407 -4.173
N 0.650 0.917 -4.486
O -0.805 2.957 -5.015
O 1.668 3.330 -4.559
H -0.255 5.363 -3.099
H -0.496 6.660 -1.886
H 0.422 5.173 -1.514
H -2.461 4.796 -2.275
H -2.008 5.421 -0.643
H -2.160 3.104 -0.601
H -0.029 0.601 -5.170
H -1.332 3.635 -4.572
H 1.761 4.114 -3.998
C -2.534 1.170 1.161
Cl -3.730 2.231 0.398
Cl -0.970 1.987 1.209
Cl -3.046 0.765 2.797
Cl -2.393 -0.313 0.214
C 3.987 1.158 -1.996
Cl 2.684 0.999 -3.200
Cl 3.518 0.380 -0.480
Cl 5.454 0.397 -2.623
Cl 4.292 2.887 -1.696
C -6.401 -1.216 4.216
Cl -7.245 -2.583 4.942
Cl -7.466 0.193 4.187
Cl -4.967 -0.842 5.180
Cl -5.949 -1.605 2.547
C -2.744 -4.813 3.652
Cl -4.057 -3.720 3.205
Cl -1.226 -3.909 3.645
Cl -3.025 -5.458 5.271
Cl -2.653 -6.128 2.477
C -0.510 -2.799 -6.087
Cl -1.085 -1.388 -6.990
Cl -1.897 -3.696 -5.458
Cl 0.425 -3.839 -7.169
Cl 0.505 -2.271 -4.754
C -1.587 -5.670 8.961
Cl -3.021 -4.755 8.482
Cl -1.037 -5.115 10.544
Cl -1.989 -7.387 9.042
Cl -0.303 -5.424 7.772
C 1.008 -0.830 5.470
Cl 1.052 0.650 6.439
Cl 0.722 -2.212 6.531
Cl -0.296 -0.720 4.287
Cl 2.550 -1.031 4.636
C -2.800 -8.719 -0.683
Cl -2.616 -9.039 1.046
Cl -1.307 -9.139 -1.520
Cl -4.131 -9.683 -1.329
Cl -3.161 -7.003 -0.901
C 6.823 3.059 -5.392
Cl 7.189 1.469 -6.066
Cl 5.073 3.252 -5.276
Cl 7.547 3.200 -3.786
Cl 7.486 4.313 -6.448
C 1.773 1.559 -8.717
Cl 0.590 1.824 -10.006
Cl 1.218 2.334 -7.235
Cl 1.964 -0.174 -8.437
Cl 3.329 2.250 -9.196
C 0.177 -4.885 -1.773
Cl -1.261 -3.883 -2.013
Cl 1.608 -3.853 -1.714
Cl 0.021 -5.764 -0.251
Cl 0.326 -6.026 -3.112
C 3.672 1.868 10.041
Cl 2.761 1.419 8.593
Cl 2.731 3.016 10.996
Cl 3.997 0.410 10.992
Cl 5.204 2.611 9.573
C -0.336 4.854 -13.041
Cl -1.196 3.373 -12.602
Cl -1.506 6.133 -13.379
Cl 0.707 5.344 -11.704
Cl 0.646 4.558 -14.478
C 1.645 1.349 14.959
Cl -0.034 1.538 14.444
Cl 1.713 0.291 16.372
Cl 2.586 0.650 13.639
Cl 2.313 2.931 15.376

Frontier orbital gap: 0.344 Ha
Strongest force on any atom: 2.17 eV Å⁻¹
ΔE to the lowest compared entry with this formula, charge and spin: 0.0 kcal/mol
Lowest unoccupied orbital energy: -0.056 eV


C17H9ClF5N3O | the ωB97M-V functional and the def2-TZVPD basis

Cartesian coordinates (Å):
O 0.292 -1.738 0.632
C 0.547 -0.681 0.787
N 0.630 -0.292 2.153
C 0.858 1.102 2.671
C 1.896 1.298 3.718
C 1.861 2.698 4.356
C 1.089 3.871 3.809
C 0.297 3.421 2.896
C 0.161 2.204 2.350
F -0.769 2.070 1.213
H -0.487 4.302 2.625
F 1.263 4.844 4.614
H 2.669 2.724 5.129
H 2.163 0.498 4.227
H 0.885 -0.967 2.890
C 0.799 0.513 -0.204
C 1.756 1.515 -0.406
C 1.776 1.940 -1.638
C 0.943 0.837 -2.299
N 0.323 0.177 -1.459
C -0.323 -0.968 -1.834
N -0.116 -1.451 -2.865
C -0.794 -2.615 -3.357
C -1.990 -2.905 -2.796
C -2.290 -2.549 -1.532
C -1.660 -1.320 -1.296
Cl -2.142 -0.237 -0.122
H -3.372 -2.713 -1.157
C -2.655 -4.071 -3.378
F -3.530 -3.788 -4.402
F -3.399 -4.917 -2.356
F -1.721 -5.183 -3.889
H -0.331 -3.132 -4.294
H 0.899 0.991 -3.440
H 2.413 2.707 -2.011
H 2.062 1.817 0.666

Frontier orbital gap: 0.290 Ha
SMILES: O=C(Nc1ccc(F)cc1F)c1cccn1-c1ncc(C(F)(F)F)cc1Cl
Strongest force on any atom: 14.83 eV Å⁻¹
Lowest unoccupied orbital energy: -0.261 eV


C17H9Co2MoO9 | the ωB97M-V functional and the def2-TZVPD basis

Cartesian coordinates (Å):
O 5.854 2.493 -0.638
C 4.721 2.502 -0.363
Mo 2.705 2.510 0.078
C 2.383 1.768 -1.835
O 2.284 1.288 -2.895
C 2.910 0.419 1.051
O 3.582 -0.467 1.473
H 1.778 0.106 0.813
C 1.108 2.841 1.645
C 2.329 3.537 1.998
C 2.624 4.482 0.948
C 1.595 4.364 -0.052
C 0.650 3.358 0.388
H 0.553 2.174 2.303
H 2.896 3.434 2.915
H 3.467 5.153 0.908
H 1.527 4.968 -0.949
H -0.290 3.132 -0.105
O 0.080 -5.363 -1.317
C -0.858 -4.760 -1.040
Co -2.294 -3.829 -0.671
C -2.533 -3.225 -2.354
O -2.769 -2.944 -3.454
C -3.250 -5.287 -0.546
O -3.938 -6.211 -0.513
C -1.363 -2.646 0.651
C -0.927 -1.382 0.236
C 0.198 -0.714 -0.107
Co -2.711 -1.568 0.233
C -3.060 -0.592 -1.213
O -3.252 0.017 -2.183
C -3.263 -0.322 1.415
O -3.636 0.524 2.109
C -4.187 -2.669 0.154
O -5.305 -2.953 0.205
H -0.913 -3.153 1.500
H 0.103 0.207 -0.704
H 1.203 -1.191 -0.083

Frontier orbital gap: 0.137 Ha
Strongest force on any atom: 9.46 eV Å⁻¹
Lowest unoccupied orbital energy: -20.674 eV
Total charge: +5